Entry one
{
  "formula": "H16O8",
  "method": "ωB97M-V/def2-TZVPD",
  "orbital_gap_ev": 10.34,
  "smiles": "O.O.O.O.O.O.O.O",
  "total_charge": 0,
  "species": ["O", "H", "H", "O", "H", "H", "O", "H", "H", "O", "H", "H", "O", "H", "H", "O", "H", "H", "O", "H", "H", "O", "H", "H"],
  "coordinates": [[0.5987, 0.8770, 3.6688], [1.0581, 1.5314, 4.2034], [0.9675, 0.9830, 2.7683], [-0.1084, -0.7723, 0.0443], [0.0896, -0.3527, -0.8127], [0.3683, -0.2456, 0.6939], [1.7077, 1.3229, 1.1216], [1.4481, 2.2386, 1.2956], [2.6708, 1.3486, 1.0606], [1.4214, 0.3241, -2.0596], [2.1939, 0.2957, -1.4849], [1.7711, 0.1329, -2.9395], [-1.7326, -0.7151, -2.6712], [-2.6023, -0.3058, -2.6994], [-1.6788, -1.0998, -1.7898], [-0.5969, -1.7018, 3.5378], [-1.5397, -1.5650, 3.4065], [-0.2153, -0.8082, 3.5281], [-2.4791, -2.3104, -0.1313], [-1.6205, -1.8785, 0.0319], [-2.7741, -2.6035, 0.7350], [-0.0132, 1.8957, -3.9102], [0.8123, 2.2929, -4.2044], [0.2533, 1.1160, -3.3930]]
}

***

Entry two
{
  "formula": "H16O8",
  "method": "ωB97M-V/def2-TZVPD",
  "orbital_gap_ev": 8.26,
  "total_charge": 0,
  "species": ["O", "H", "H", "O", "H", "H", "O", "H", "H", "O", "H", "H", "O", "H", "H", "O", "H", "H", "O", "H", "H", "O", "H", "H"],
  "coordinates": [[24.9692, -22.9678, -2.7614], [24.8432, -23.8892, -2.5346], [25.0224, -22.9609, -3.7170], [25.2079, -23.2331, -4.7627], [25.1270, -22.7440, -5.5815], [25.5853, -24.0738, -5.0217], [24.1164, -21.3122, -2.1250], [24.3779, -22.2107, -2.3264], [24.6482, -21.0719, -1.3662], [27.2266, -22.8231, -2.5363], [27.4779, -22.1728, -3.1923], [26.3051, -23.0057, -2.7202], [25.0508, -25.4761, -2.8414], [25.9826, -25.5954, -3.0252], [24.6079, -26.0558, -3.4611], [23.1617, -25.2505, -1.7127], [23.9121, -25.1121, -2.2906], [23.3258, -24.6763, -0.9647], [25.4355, -25.3629, -0.5524], [25.2504, -24.9964, -1.4170], [25.5103, -24.6000, 0.0208], [23.1106, -23.8850, -4.7921], [22.7008, -23.0606, -4.5298], [24.0270, -23.6579, -4.9499]]
}

***

Of them, entry one has the highest stability.

***

Entry one
{
  "formula": "H16O8",
  "method": "ωB97M-V/def2-TZVPD",
  "orbital_gap_ev": 10.98,
  "smiles": "O.O.O.O.O.O.O.O",
  "total_charge": 0,
  "species": ["O", "H", "H", "O", "H", "H", "O", "H", "H", "O", "H", "H", "O", "H", "H", "O", "H", "H", "O", "H", "H", "O", "H", "H"],
  "coordinates": [[2.3524, -0.1283, 2.8761], [1.7843, 0.6217, 2.7001], [2.0201, -0.8204, 2.3045], [-2.8344, -3.3265, -1.3847], [-3.0696, -3.4144, -2.3084], [-3.3836, -3.9687, -0.9350], [-0.9309, -0.3350, 0.5059], [-0.1999, -0.1972, -0.0964], [-1.3421, -1.1445, 0.2029], [4.9838, -0.7041, -0.9276], [4.8514, -1.3520, -0.2356], [4.1031, -0.3924, -1.1362], [-2.1556, 1.5071, 4.7076], [-2.1306, 0.5532, 4.7823], [-2.3520, 1.6706, 3.7852], [-3.1350, 3.9621, -0.4361], [-4.0088, 3.6318, -0.2274], [-2.5875, 3.1784, -0.4850], [0.7208, -2.9224, -3.3597], [-0.0473, -2.9278, -2.7885], [0.5713, -2.1887, -3.9560], [2.5701, 2.6771, -1.2917], [2.4692, 3.2361, -0.5212], [1.7508, 2.7844, -1.7749]]
}

***

Entry two
{
  "formula": "H16O8",
  "method": "ωB97M-V/def2-TZVPD",
  "orbital_gap_ev": 10.45,
  "smiles": "O.O.O.O.O.O.O.O",
  "total_charge": 0,
  "species": ["O", "H", "H", "O", "H", "H", "O", "H", "H", "O", "H", "H", "O", "H", "H", "O", "H", "H", "O", "H", "H", "O", "H", "H"],
  "coordinates": [[-0.9481, 0.3375, -0.4655], [-0.4248, -0.0928, 0.2205], [-0.7724, -0.1810, -1.2114], [-4.0604, 1.3022, 2.9871], [-3.8412, 2.2687, 2.8375], [-3.3912, 0.9219, 2.4856], [0.0881, 4.4272, -1.7223], [-0.4876, 4.7234, -1.0988], [0.8759, 4.9032, -1.3775], [2.3777, -0.3320, -1.5574], [2.4322, 0.0165, -2.4289], [3.2214, -0.8923, -1.3594], [0.6425, -3.2196, 0.4367], [-0.2489, -3.1481, 0.1999], [1.2041, -2.7599, -0.1784], [-3.0227, -2.6493, -2.2161], [-3.4234, -1.7583, -2.1898], [-3.2582, -3.0880, -1.4596], [1.4777, 1.2061, 0.0051], [1.1236, 1.1260, -0.9606], [1.6037, 2.1199, 0.0802], [2.7969, -1.9995, 3.3076], [3.6535, -1.9735, 2.9098], [2.3817, -1.2583, 2.7556]]
}

***

Entry three
{
  "formula": "H16O8",
  "method": "ωB97M-V/def2-TZVPD",
  "orbital_gap_ev": 10.42,
  "smiles": "O.O.O.O.O.O.O.O",
  "total_charge": 0,
  "species": ["O", "H", "H", "O", "H", "H", "O", "H", "H", "O", "H", "H", "O", "H", "H", "O", "H", "H", "O", "H", "H", "O", "H", "H"],
  "coordinates": [[0.2367, 2.0216, 0.5394], [0.8424, 1.7978, 1.2247], [0.0386, 2.9272, 0.5565], [-1.5174, -2.2443, 2.8770], [-1.7370, -1.4365, 3.3844], [-0.6547, -1.9609, 2.5038], [1.0129, -1.8757, 2.0160], [1.2951, -2.7238, 2.3827], [0.9277, -1.2290, 2.6764], [2.1533, 2.0891, -1.4089], [1.6204, 1.4770, -1.9297], [1.6210, 2.1788, -0.6062], [-1.3406, -1.2714, -2.2976], [-0.5720, -1.4032, -1.7320], [-1.4938, -0.3597, -2.2080], [0.5645, 0.9556, -3.1951], [-0.2442, 1.1098, -3.6752], [0.8559, 0.1224, -3.5308], [0.4560, -0.6385, -0.4029], [0.4317, -0.8798, 0.5108], [0.5628, 0.3201, -0.5645], [-1.9880, 0.5054, 1.1535], [-1.1418, 0.8824, 0.9357], [-1.9295, -0.3644, 0.7901]]
}

***

Entry four
{
  "formula": "H16O8",
  "method": "ωB97M-V/def2-TZVPD",
  "orbital_gap_ev": 11.53,
  "smiles": "O.O.O.O.O.O.O.O",
  "total_charge": 0,
  "species": ["O", "H", "H", "O", "H", "H", "O", "H", "H", "O", "H", "H", "O", "H", "H", "O", "H", "H", "O", "H", "H", "O", "H", "H"],
  "coordinates": [[0.4900, 0.4694, -2.0818], [-0.4085, 0.0420, -1.9954], [1.0983, -0.2196, -1.6730], [-2.0826, -0.4178, -1.1485], [-2.2146, 0.4145, -0.5720], [-3.0032, -0.7104, -1.5178], [1.6711, -1.5036, -0.8250], [2.6055, -1.7921, -1.2860], [1.9471, -0.8619, -0.0804], [0.7374, 2.4149, -0.2261], [0.6834, 1.6545, -0.9601], [1.3643, 3.2074, -0.5204], [2.0984, 0.2380, 1.2331], [1.2984, -0.1880, 1.7110], [1.7202, 1.0372, 0.8253], [-1.8200, 1.5712, 0.7658], [-1.2568, 1.0356, 1.3634], [-1.1632, 2.2076, 0.3114], [-0.4268, -0.4535, 2.0608], [-0.5286, -1.2142, 1.3749], [-0.1625, -1.0034, 2.9569], [-0.7754, -2.2542, 0.2963], [0.1098, -2.4300, -0.1715], [-1.2263, -1.6954, -0.3620]]
}

***

Of them, entry four has the highest stability.

***

Entry one
{
  "formula": "CH3NO2",
  "method": "ωB97M-V/def2-TZVPD",
  "orbital_gap_ev": 11.40,
  "smiles": "NC(=O)O",
  "total_charge": 0,
  "species": ["N", "C", "O", "O", "H", "H", "H"],
  "coordinates": [[-0.1606, -0.8477, -0.4739], [-0.2189, 0.4445, -0.0787], [-1.0055, 1.3000, -0.3039], [0.9530, 0.7563, 0.7328], [0.5936, -1.4484, -0.1891], [-0.7056, -1.0787, -1.2885], [0.5440, 0.8740, 1.6013]]
}

***

Entry two
{
  "formula": "CH3NO2",
  "method": "ωB97M-V/def2-TZVPD",
  "orbital_gap_ev": 10.86,
  "smiles": "C[N+](=O)[O-]",
  "total_charge": 0,
  "species": ["C", "N", "O", "O", "H", "H", "H"],
  "coordinates": [[0.2519, 0.0077, -0.0349], [1.6998, -0.1341, -0.0376], [2.1978, -1.1974, 0.0483], [2.3427, 1.0104, 0.0144], [-0.1204, -0.9475, -0.5757], [-0.1295, 0.9394, -0.5323], [-0.3113, -0.1926, 0.8655]]
}

***

Of them, entry one has the highest stability.

***

Entry one
{
  "formula": "C5H14",
  "method": "ωB97M-V/def2-TZVPD",
  "orbital_gap_ev": 11.81,
  "smiles": "CCC.CC",
  "total_charge": 0,
  "species": ["C", "C", "C", "H", "H", "H", "H", "H", "H", "H", "H", "C", "C", "H", "H", "H", "H", "H", "H"],
  "coordinates": [[-1.4647, 1.7513, -0.9072], [-0.6435, 1.4621, -2.1301], [0.1955, 0.0624, -2.1390], [-1.2836, 0.9443, -0.1367], [-1.2419, 2.6636, -0.4377], [-2.5941, 1.7546, -0.8908], [0.0346, 2.3551, -2.3287], [-1.3038, 1.2278, -2.9741], [1.1993, 0.4313, -1.9976], [0.1602, -0.1980, -3.2097], [-0.0341, -0.7960, -1.3391], [1.4545, -0.9825, 2.4957], [0.3235, -2.0431, 2.1910], [2.1255, -0.9618, 1.5751], [1.0897, 0.0584, 2.4788], [1.9597, -0.9968, 3.4309], [-0.2384, -1.5638, 1.3346], [-0.4202, -2.1203, 2.9537], [0.6819, -3.0485, 2.0311]]
}

***

Entry two
{
  "formula": "C5H14",
  "method": "ωB97M-V/def2-TZVPD",
  "orbital_gap_ev": 11.87,
  "smiles": "CCC.CC",
  "total_charge": 0,
  "species": ["C", "C", "C", "H", "H", "H", "H", "H", "H", "H", "H", "C", "C", "H", "H", "H", "H", "H", "H"],
  "coordinates": [[0.6069, 0.5009, -1.7944], [-0.5882, -0.4537, -2.1691], [-0.8317, -1.5931, -1.2022], [1.5091, 0.0338, -2.3946], [0.9132, 0.2809, -0.7808], [0.3792, 1.5973, -1.9495], [-1.4395, 0.1800, -2.3517], [-0.2135, -0.7727, -3.1094], [-0.3131, -2.5620, -1.6122], [-0.7092, -1.5810, -0.1040], [-1.8132, -2.0406, -1.5774], [0.1161, 1.5010, 2.1781], [0.5222, 0.1083, 2.6191], [0.4837, 2.4095, 2.7790], [0.4887, 1.6711, 1.1537], [-1.0579, 1.4788, 2.2625], [1.5244, 0.1160, 3.3150], [-0.3527, -0.4402, 3.0827], [0.7756, -0.4343, 1.6553]]
}

***

Entry three
{
  "formula": "C5H14",
  "method": "ωB97M-V/def2-TZVPD",
  "orbital_gap_ev": 12.50,
  "smiles": "CCC.CC",
  "total_charge": 0,
  "species": ["C", "C", "C", "H", "H", "H", "H", "H", "H", "H", "H", "C", "C", "H", "H", "H", "H", "H", "H"],
  "coordinates": [[1.1725, 0.6814, -2.5272], [0.4790, -0.6730, -2.5148], [-0.5678, -0.7961, -1.3699], [2.0409, 0.5915, -1.9412], [0.4471, 1.3918, -1.9669], [1.5168, 1.0652, -3.5250], [-0.0304, -0.8106, -3.4818], [1.2352, -1.5225, -2.3049], [-0.0282, -0.8312, -0.4018], [-1.2600, -0.0498, -1.3912], [-1.2179, -1.6434, -1.4834], [-1.0189, -0.2069, 2.8447], [0.1230, 0.8848, 2.9125], [-0.6388, -1.1543, 3.0547], [-1.8106, 0.0342, 3.5265], [-1.5745, -0.1931, 1.8759], [-0.3742, 1.7424, 3.0023], [0.7422, 0.9421, 2.0358], [0.7647, 0.5475, 3.6557]]
}

***

Of them, entry three has the highest stability.